(1)
Entry from the Open Molecules 2025 dataset: C5H11ClInNRhS as an isolated structure (ωB97M-V/def2-TZVPD).

The multiplicity is 5. For the maximum force, the calculation gives 0.08253 Eh/bohr. The calculation puts the energy above the lowest of the compared OMol25 structures with the same formula, charge and spin at 0.476 eV. As for the HOMO-LUMO gap (spin up / spin down): 5.9301 / 6.5845 eV. As for the net charge: -1. The total energy comes out at -38388.6243 eV.

Last column: Mulliken spin population.
Element x y z (Å)
Rh 0.185 -1.878 -2.533  2.3133
Cl -0.564 -3.655 -3.674  0.2346
C -1.613 -0.980 -2.442  0.2460
C 0.989 -3.060 -1.062  0.2337
H -2.319 -1.816 -2.613  -0.0090
H -1.811 -0.392 -1.528  -0.0198
H -1.601 -0.293 -3.324  0.0133
H 0.499 -4.019 -1.302  -0.0135
H 0.948 -2.795 0.007  -0.0508
H 2.068 -3.051 -1.342  0.0204
In -0.614 -1.083 0.661  0.0795
C 1.279 -0.028 1.005  0.0222
C -1.734 -2.181 2.074  0.8730
H 1.398 -0.010 2.105  0.0025
H 2.160 -0.515 0.551  -0.0055
H 1.222 1.013 0.642  -0.0068
H -1.231 -3.086 2.465  0.0294
H -2.825 -2.138 1.944  0.0309
S -1.826 1.215 0.505  0.0016
C -0.947 2.413 -0.172  0.0044
N -0.374 3.338 -0.646  0.0008

---

(2)
Entry from the Open Molecules 2025 dataset: an isolated ion of composition C5H16NSi and charge +1 (ωB97M-V/def2-TZVPD).

As for the structure (SMILES): CCC[C@H]([SiH3])[NH2+]C. For the maximum force, the calculation gives 0.09494 Eh/bohr. The calculation puts the energy above the lowest of the compared OMol25 structures with the same formula, charge and spin at 2.285 eV. As for the HOMO-LUMO gap: 11.3693 eV. As for the net charge: +1. The total energy comes out at -14803.1331 eV.

Last column: natural (NBO) charge in e.
Element x y z (Å)
C 2.942 -0.692 -0.495  -0.6141
C 1.713 0.079 -0.231  -0.4197
C 0.706 -0.849 0.276  -0.4293
C -0.742 -0.301 0.159  -0.3400
Si -1.203 0.057 -1.833  0.7573
N -1.159 0.951 1.042  -0.5257
C -2.517 0.882 1.474  -0.4389
H 3.351 -1.047 0.403  0.2084
H 3.809 -0.300 -0.958  0.2357
H 2.841 -1.527 -1.062  0.2119
H 1.502 0.499 -1.200  0.2160
H 1.829 0.824 0.533  0.1963
H 0.744 -1.739 -0.343  0.2487
H 0.978 -1.134 1.280  0.2220
H -1.417 -0.985 0.618  0.2175
H -0.232 1.190 -2.311  -0.1113
H -2.565 0.240 -2.068  -0.1386
H -0.449 -1.196 -2.480  -0.0898
H -1.115 1.764 0.393  0.4357
H -0.474 0.987 1.870  0.4465
H -3.021 0.598 0.609  0.2210
H -2.481 0.088 2.228  0.2227
H -3.040 1.609 2.095  0.2676

---

(3)
Entry from the Open Molecules 2025 dataset: C2H2CuO2P as an isolated structure (ωB97M-V/def2-TZVPD).

For the maximum force, the calculation gives 0.06612 Eh/bohr. As for the HOMO-LUMO gap: 7.1717 eV. As for the net charge: 0. The total energy comes out at -60127.4298 eV.

Last column: natural (NBO) charge in e.
Element x y z (Å)
P 1.432 1.831 -0.130  1.5651
O 1.996 1.029 -1.293  -1.1611
O -0.012 1.143 0.358  -0.8387
C -0.454 -0.135 -0.175  -0.2134
C -1.256 -0.789 0.679  -0.5449
Cu 1.419 -0.873 -1.522  0.8016
H -1.689 -1.745 0.371  0.2027
H -1.435 -0.460 1.711  0.1886

---

(4)
Entry from the Open Molecules 2025 dataset: C24H22F5N5O3RhTe as an isolated structure (ωB97M-V/def2-TZVPD).

For the maximum force, the calculation gives 0.07774 Eh/bohr. The calculation puts the energy above the lowest of the compared OMol25 structures with the same formula, charge and spin at 1.119 eV. As for the HOMO-LUMO gap: 6.7039 eV. As for the net charge: +1. The total energy comes out at -62722.5303 eV.

Last column: natural (NBO) charge in e.
Element x y z (Å)
Rh -0.958 1.495 -0.382  1.2233
N 0.724 1.802 -4.280  -0.5219
C 0.431 2.050 -3.011  0.3754
N -0.157 1.191 -2.230  -0.5268
C -0.596 -0.044 -2.733  0.4722
N -1.347 -0.835 -2.036  -0.3198
N -1.609 -0.307 -0.802  -0.1885
C -2.346 -0.885 0.066  0.1236
C -2.583 -0.130 1.302  0.1272
C -3.267 -0.646 2.382  -0.1878
C -3.406 0.140 3.522  -0.1291
C -2.865 1.410 3.536  -0.2156
C -2.196 1.873 2.408  0.1034
N -2.068 1.122 1.326  -0.3885
C -0.202 -0.397 -4.086  -0.1661
C -0.478 -1.651 -4.640  -0.1204
C -0.123 -1.917 -5.943  -0.2013
C 0.505 -0.937 -6.716  -0.1401
C 0.789 0.304 -6.187  -0.2552
C 0.438 0.565 -4.867  0.2459
H 1.161 2.524 -4.832  0.4362
H 0.721 3.006 -2.592  0.2452
H -2.775 -1.862 -0.124  0.2352
H -3.676 -1.646 2.334  0.2421
H -3.927 -0.245 4.387  0.2432
H -2.953 2.051 4.401  0.2482
H -1.763 2.862 2.361  0.2457
H -0.969 -2.393 -4.027  0.2476
H -0.332 -2.887 -6.372  0.2373
H 0.777 -1.152 -7.740  0.2370
H 1.280 1.064 -6.782  0.2302
C 3.437 -3.081 4.982  -0.6326
C 2.817 -2.375 3.808  0.0272
C 2.161 -3.074 2.810  -0.2271
C 1.589 -2.436 1.711  0.0338
C 0.838 -3.301 0.727  -0.6495
C 1.681 -1.042 1.624  -0.1396
C 2.330 -0.305 2.632  0.0368
C 2.486 1.194 2.585  -0.6325
C 2.895 -0.990 3.695  -0.2246
C 1.085 -0.351 0.436  0.7757
O 1.218 -0.716 -0.712  -0.6444
O 0.363 0.709 0.784  -0.6206
H 3.232 -4.150 4.956  0.2190
H 3.053 -2.680 5.921  0.2246
H 4.519 -2.943 4.990  0.2289
H 2.090 -4.154 2.876  0.2091
H 1.337 -4.265 0.625  0.2279
H 0.754 -2.853 -0.256  0.2415
H -0.167 -3.506 1.108  0.2072
H 2.915 1.525 1.638  0.2201
H 3.142 1.522 3.389  0.2193
H 1.529 1.701 2.694  0.2253
H 3.422 -0.427 4.457  0.2098
F -3.738 5.165 -1.016  -0.5627
Te -2.081 4.443 -0.802  3.4142
F -2.023 3.944 -2.589  -0.6070
F -1.181 6.036 -0.781  -0.5746
F -2.973 2.713 -0.599  -0.6393
F -2.430 4.664 1.025  -0.6221
O -0.529 3.505 -0.362  -1.1018

---

(5)
Entry from the Open Molecules 2025 dataset: C12H40Cs2N8O12S as an isolated structure (ωB97M-V/def2-TZVPD).

For the maximum force, the calculation gives 0.05929 Eh/bohr. The calculation puts the energy above the lowest of the compared OMol25 structures with the same formula, charge and spin at 0.000 eV. As for the HOMO-LUMO gap: 8.1364 eV. As for the net charge: 0. The total energy comes out at -61519.8193 eV.

Last column: Löwdin charge in e.
Element x y z (Å)
Cs -0.716 2.065 -3.908  1.0318
Cs -1.119 0.168 2.800  1.0645
S 0.616 -0.102 -0.397  0.1821
O 1.170 0.910 0.507  -0.3988
O 1.675 -0.905 -1.007  -0.3347
O -0.368 -0.925 0.321  -0.5557
O -0.057 0.614 -1.478  -0.5403
C 2.937 2.911 4.350  -0.6801
O 3.840 3.498 3.763  0.0348
N 2.647 3.031 5.673  0.1522
N 2.223 1.930 3.735  0.1549
H 1.860 2.470 5.938  0.0830
H 2.893 3.862 6.179  0.1083
H 2.249 1.880 2.728  0.0824
H 1.680 1.284 4.278  0.0641
C -1.001 -3.626 -2.289  -0.6848
O -1.925 -4.212 -2.887  -0.0241
N -1.171 -3.301 -0.991  0.1589
N 0.196 -3.314 -2.823  0.1685
H -0.501 -2.610 -0.602  0.0665
H -2.072 -3.480 -0.591  0.0939
H 0.839 -2.800 -2.233  0.0737
H 0.498 -3.600 -3.728  0.0917
C 1.715 4.547 -0.234  -0.6900
O 2.038 5.709 -0.465  0.0152
N 1.577 3.595 -1.195  0.1737
N 1.462 4.129 1.035  0.1780
H 1.824 4.059 -2.057  0.1024
H 1.112 2.704 -1.126  0.0438
H 1.727 4.856 1.680  0.1160
H 1.434 3.129 1.159  0.0575
C 2.297 0.240 -4.769  -0.7365
O 2.912 0.969 -4.025  0.0546
N 1.621 0.804 -5.824  0.0737
N 2.110 -1.083 -4.641  0.1918
H 1.150 0.135 -6.413  0.0874
H 1.996 1.632 -6.254  0.1043
H 1.688 -1.542 -5.427  0.0987
H 2.344 -1.589 -3.807  0.1076
C -4.972 -0.161 -2.423  -0.0669
C -3.465 -0.366 -2.252  -0.3204
O -2.778 0.500 -1.384  -0.1243
H -5.151 0.881 -2.707  0.0681
H -5.489 -0.190 -1.462  0.0745
H -5.359 -0.830 -3.186  0.0776
H -3.034 -0.126 -3.227  0.0809
H -3.247 -1.392 -1.948  0.1116
H -1.815 0.488 -1.513  -0.0171
C 2.401 -1.944 3.125  -0.0729
C 2.693 -2.766 1.859  -0.3109
O 3.404 -2.027 0.880  -0.0867
H 1.703 -2.448 3.802  0.0570
H 2.006 -0.948 2.918  0.0326
H 3.334 -1.919 3.689  0.0765
H 1.838 -3.245 1.370  0.0940
H 3.384 -3.588 2.063  0.1113
H 2.744 -1.565 0.335  0.0186
C -0.638 -4.781 2.348  -0.0688
C -2.016 -4.176 2.583  -0.2696
O -2.291 -3.115 1.628  -0.1283
H -0.569 -5.767 2.809  0.0793
H 0.108 -4.077 2.723  0.0526
H -0.368 -4.930 1.302  0.0758
H -2.237 -3.773 3.573  0.1013
H -2.762 -4.964 2.467  0.1076
H -1.452 -2.722 1.364  0.0086
C -3.334 3.616 0.455  -0.0830
C -1.828 3.809 0.533  -0.3061
O -1.182 2.636 1.007  -0.1936
H -3.810 4.231 -0.310  0.0747
H -3.932 3.736 1.361  0.0705
H -3.547 2.572 0.199  0.0607
H -1.808 4.725 1.137  0.1123
H -1.383 4.158 -0.400  0.1101
H -0.548 2.427 0.311  0.0212

---

(6)
Entry from the Open Molecules 2025 dataset: a 2-piece molecular cluster, C3H13N2O overall (ωB97M-V/def2-TZVPD).

For the maximum force, the calculation gives 0.01298 Eh/bohr. The calculation puts the energy above the lowest of the compared OMol25 structures with the same formula, charge and spin at 1.023 eV. As for the HOMO-LUMO gap: 11.4488 eV. As for the net charge: +1. The total energy comes out at -8342.9595 eV.

Last column: natural (NBO) charge in e.
Element x y z (Å)
C 1.232 1.552 1.293  -0.4170
N 0.554 1.669 -0.040  -0.7432
H 0.555 1.074 1.988  0.2095
H 2.107 0.924 1.173  0.2265
H 1.564 2.524 1.634  0.2344
H -0.055 2.484 -0.065  0.4185
H -0.032 0.658 -0.312  0.4365
H 1.250 1.829 -0.765  0.4144
C 0.260 -1.280 -1.625  -0.4349
N -0.675 -0.551 -0.757  -0.6306
C -1.110 -1.383 0.406  0.0955
O -2.120 -0.749 1.110  -0.6824
H 1.124 -1.579 -1.045  0.2094
H 0.553 -0.653 -2.460  0.2198
H -0.187 -2.182 -2.030  0.2195
H -1.524 -0.315 -1.265  0.4008
H -1.516 -2.326 0.038  0.1868
H -0.222 -1.605 1.005  0.1636
H -1.758 -0.093 1.717  0.4730

---

(7)
Entry from the Open Molecules 2025 dataset: a 5-piece molecular cluster, CH9O6 overall (ωB97M-V/def2-TZVPD).

For the maximum force, the calculation gives 0.02201 Eh/bohr. The calculation puts the energy above the lowest of the compared OMol25 structures with the same formula, charge and spin at 0.419 eV. As for the HOMO-LUMO gap: 8.8755 eV. As for the net charge: -1. The total energy comes out at -13470.8065 eV.

Last column: natural (NBO) charge in e.
Element x y z (Å)
O 1.055 -1.996 -0.078  -0.8510
C 2.271 -1.873 0.282  0.6440
O 3.045 -0.944 0.093  -0.7169
H 2.651 -2.788 0.817  0.0162
H -2.127 3.684 0.289  0.4971
H -1.132 4.588 0.893  0.4570
O -1.998 4.636 0.469  -0.9731
H 0.422 -3.294 -0.979  0.5101
H -0.721 -3.652 -1.900  0.4456
O 0.151 -3.948 -1.666  -0.9922
H 0.759 0.626 1.602  0.4714
H 0.473 -0.532 0.542  0.5178
O 0.153 0.332 0.924  -1.0278
H -1.655 2.104 -1.113  0.4668
H -1.355 1.191 0.071  0.5245
O -1.993 1.868 -0.246  -0.9895

---

(8)
Entry from the Open Molecules 2025 dataset: C9H28BO3Rb2 as an isolated structure (ωB97M-V/def2-TZVPD).

For the maximum force, the calculation gives 0.09705 Eh/bohr. As for the HOMO-LUMO gap: 6.9586 eV. As for the net charge: +1. The total energy comes out at -17906.6305 eV.

Last column: natural (NBO) charge in e.
Element x y z (Å)
Rb 2.540 -3.542 -4.141  0.9974
Rb 0.312 -3.924 1.800  0.9958
B -0.143 -1.404 -1.594  -0.8393
H -0.986 -1.572 -0.942  -0.0216
H 0.805 -1.582 -1.110  -0.0660
H -0.166 -2.176 -2.347  -0.0637
H -0.117 -0.384 -1.945  -0.0036
C -5.948 -0.188 0.976  -0.6419
C -6.325 0.503 -0.344  0.0885
C -7.116 1.709 -0.091  -0.6343
O -5.104 0.854 -1.039  -0.7386
H -4.885 -0.279 1.196  0.2144
H -6.501 -1.122 1.072  0.2112
H -6.230 0.407 1.845  0.2012
H -6.769 -0.241 -1.005  0.1822
H -8.137 1.419 0.160  0.2101
H -7.252 2.150 -1.078  0.2253
H -6.787 2.363 0.717  0.2137
H -4.435 1.246 -0.473  0.4683
C 5.462 -2.416 1.045  -0.6518
C 6.592 -3.213 0.416  0.0911
C 7.345 -4.187 1.354  -0.6431
O 6.029 -3.819 -0.706  -0.7182
H 4.948 -1.881 0.246  0.2245
H 5.927 -1.701 1.723  0.2287
H 4.825 -2.965 1.738  0.1934
H 7.396 -2.651 -0.059  0.1865
H 6.700 -5.016 1.646  0.1950
H 7.850 -3.699 2.189  0.2259
H 8.117 -4.763 0.844  0.2264
H 5.236 -4.280 -0.425  0.4421
C -1.007 4.780 0.544  -0.6474
C -0.609 3.632 -0.433  0.0916
C 0.928 3.651 -0.613  -0.6491
O -1.048 2.437 0.230  -0.7251
H -1.825 4.615 1.245  0.2226
H -1.402 5.692 0.097  0.2150
H -0.247 5.095 1.259  0.2048
H -1.150 3.652 -1.378  0.1704
H 1.507 3.555 0.305  0.2195
H 1.329 4.531 -1.115  0.2170
H 1.071 2.959 -1.443  0.2094
H -0.732 1.753 -0.365  0.4719